No. 1
Entry from the OMol25 dataset: a molecular structure, C29H21N4O4Pd in a non-equilibrium geometry (the ωB97M-V functional and the def2-TZVPD basis).

Total energy (eV): -48036.541
HOMO-LUMO gap (eV): 4.232
HOMO (eV): -10.6
Relative energy (zero: lowest compared OMol25 entry of this formula, charge and spin) (kcal per mole): 10.7
Total charge: +1

Structure (XYZ):
```
59
C29H21N4O4Pd | the OMol25 dataset | the ωB97M-V functional and the def2-TZVPD basis
Pd 0.13381 -1.62786 -0.00343
O 1.67683 -1.98589 1.30940
C 1.95561 -3.12002 1.77752
C 3.15336 -3.23401 2.63826
C 3.49610 -4.39262 3.18733
C 2.71922 -5.63467 2.98680
C 1.64464 -5.64496 2.23908
C 1.16307 -4.41902 1.55929
C 0.06733 -4.55644 0.82349
N -0.54490 -3.49138 0.07284
N -1.55053 -3.81324 -0.57591
C -2.09176 -2.64673 -1.33702
O -1.50664 -1.53721 -1.26938
C -3.28237 -2.95382 -2.10741
C -3.87443 -1.91153 -2.83427
C -5.00841 -2.16464 -3.57425
C -5.54755 -3.44854 -3.59064
C -4.96820 -4.48593 -2.87485
C -3.82856 -4.24467 -2.12581
H 3.70432 -2.31464 2.76771
H 4.37878 -4.45437 3.81065
H 3.05474 -6.54018 3.46913
H 1.09424 -6.56324 2.10450
H -0.41255 -5.51988 0.76177
H -3.44169 -0.92114 -2.80558
H -5.47839 -1.37308 -4.13782
H -6.43837 -3.63980 -4.17393
H -5.40115 -5.47389 -2.89974
H -3.37262 -5.04258 -1.56722
O 2.75147 -0.25715 -1.10028
C 1.96882 0.54034 -0.64060
N 2.11556 1.88986 -0.56355
C 1.00534 2.55529 0.07170
C 0.10452 1.33558 0.38777
O -0.96707 1.33703 0.93992
N 0.73659 0.22778 -0.08744
C 1.45818 3.30360 1.33023
C 0.56125 3.63047 2.34709
C 0.98724 4.36503 3.44038
C 2.30213 4.79431 3.53578
C 3.19553 4.47819 2.52153
C 2.77148 3.74005 1.42886
C 0.33285 3.54455 -0.88173
C 1.06882 4.10278 -1.91630
C 0.50917 5.05244 -2.75498
C -0.80373 5.46058 -2.56467
C -1.54322 4.90803 -1.52931
C -0.98389 3.96175 -0.68818
H 2.95048 2.32579 -0.92030
H -0.46277 3.31131 2.28614
H 0.28123 4.60964 4.22203
H 2.62667 5.37365 4.38688
H 4.22344 4.80629 2.57757
H 3.49675 3.50840 0.65709
H 2.09418 3.80077 -2.09542
H 1.10044 5.47249 -3.55600
H -1.24215 6.20469 -3.21218
H -2.56519 5.22292 -1.36758
H -1.56805 3.54952 0.11506
```

***

No. 2
Entry from the OMol25 dataset: a molecular structure, C29H22Cl2N2O9ReS (the ωB97M-V functional and the def2-TZVPD basis).

Total energy (eV): -89853.620
HOMO-LUMO gap (spin up / spin down) (eV): 4.613 / 6.176
Multiplicity: 2
HOMO (spin up / spin down) (eV): -0.4 / -2.0
Relative energy (zero: lowest compared OMol25 entry of this formula, charge and spin) (kcal per mole): 0.0
Total charge: -2
⟨S²⟩: 0.7815

Structure (XYZ):
```
66
C29H22Cl2N2O9ReS | the OMol25 dataset | the ωB97M-V functional and the def2-TZVPD basis
Re -0.26351 -0.15127 0.53152
O 0.74642 -4.12591 0.95204
C 0.31636 -3.01551 0.66379
O 0.90024 -1.88485 0.93683
C -0.98173 -2.86851 -0.08498
C -1.83438 -3.84896 -0.51981
C -3.01793 -3.48938 -1.18776
C -3.29881 -2.13184 -1.41631
C -2.41042 -1.18030 -0.98815
N -1.29022 -1.56234 -0.30524
C -2.53084 0.31339 -1.15306
O -3.47800 0.80333 -1.74899
O -1.53781 1.00069 -0.63871
H -1.57304 -4.88047 -0.32320
H -3.70893 -4.25262 -1.52139
H -4.19405 -1.80457 -1.92850
Cl 4.54457 3.60391 -4.06151
C 3.50777 2.49644 -3.17886
C 2.45481 1.87940 -3.83684
C 1.62968 1.03272 -3.13080
Cl 0.28613 0.29787 -3.95264
C 1.79891 0.74888 -1.74721
O 0.92991 0.01694 -1.14969
C 2.93392 1.34755 -1.14232
C 3.41851 1.01204 0.22107
O 3.30480 -0.05350 0.76682
C 3.73785 2.23771 -1.84641
H 2.26449 2.07127 -4.88364
H 3.98041 1.84007 0.70202
H 4.56458 2.71367 -1.33165
C 0.23552 -1.19656 4.28597
C -1.10155 -0.53220 4.41449
C -1.76530 -0.42109 5.62652
C -3.00867 0.19601 5.71880
C -3.60489 0.70829 4.57448
C -2.97784 0.62524 3.33931
C -3.60147 1.17021 2.09003
C -1.71614 0.00588 3.26552
N -1.08861 -0.08706 2.06108
H 0.57987 -1.55859 5.25648
H 0.96687 -0.49459 3.88236
H 0.19654 -2.03552 3.58773
H -1.29426 -0.82588 6.51640
H -3.50891 0.27440 6.67730
H -4.57462 1.19267 4.63588
H -4.49017 1.75918 2.32403
H -3.89096 0.36263 1.41014
H -2.89963 1.79636 1.53633
C -4.37872 5.37634 2.55657
C -3.03085 4.71012 2.46292
C -2.36498 4.61128 1.24371
C -1.13490 3.98094 1.15352
C -0.55316 3.44347 2.29386
C -1.20581 3.52191 3.51265
C -2.43683 4.15808 3.59200
S 1.02001 2.61652 2.15729
O 1.99406 3.64143 1.84463
O 1.21353 1.91339 3.40398
O 0.81457 1.73254 0.98195
H -4.80123 5.54590 1.56583
H -4.30999 6.34338 3.06218
H -5.08092 4.76029 3.12216
H -2.83236 5.00099 0.34623
H -0.63996 3.86411 0.19817
H -0.75816 3.05314 4.37953
H -2.95806 4.19140 4.54324
```

***

No. 3
Entry from the OMol25 dataset: a molecular structure, C29H22I2N5O6Ti (the ωB97M-V functional and the def2-TZVPD basis).

Total energy (eV): -89488.081
HOMO-LUMO gap (spin up / spin down) (eV): 6.170 / 7.301
Multiplicity: 2
HOMO (spin up / spin down) (eV): -6.2 / -7.9
Relative energy (zero: lowest compared OMol25 entry of this formula, charge and spin) (kcal per mole): 24.3
⟨S²⟩: 0.7601

Structure (XYZ):
```
65
C29H22I2N5O6Ti | the OMol25 dataset | the ωB97M-V functional and the def2-TZVPD basis
Ti 0.08602 -0.50396 0.50692
O -3.08544 1.54587 2.49345
C -2.08274 0.74258 2.09744
O -1.76680 0.66164 0.88549
C -1.40110 -0.03606 3.05634
C -1.67521 -0.19246 4.42879
C -1.00281 -1.15448 5.12918
C -0.10027 -2.02867 4.45738
C 0.14174 -1.81910 3.13569
N -0.42121 -0.78675 2.45030
C 0.89427 -2.73493 2.20418
O 1.49905 -3.70595 2.59569
O 0.70674 -2.36876 0.96888
H -3.44176 1.95160 1.69183
H -2.42837 0.43043 4.89062
H -1.20216 -1.29183 6.18344
H 0.36743 -2.87029 4.94679
I 6.37650 2.51344 -2.82473
C 4.91727 1.52227 -1.69662
C 5.17198 1.19705 -0.37123
C 4.19408 0.55535 0.36289
I 4.51279 0.02198 2.36089
C 2.95304 0.21829 -0.20150
O 2.02090 -0.36949 0.50556
C 2.72905 0.55466 -1.54437
C 1.39081 0.20320 -2.12205
N 0.28704 0.75677 -1.30373
C 0.36257 2.20404 -1.09582
C 0.93064 2.55377 0.25450
C 1.60868 3.74089 0.48421
C 2.04826 4.02412 1.76478
C 1.80416 3.10886 2.77562
C 1.14069 1.93840 2.46009
N 0.70473 1.66570 1.22783
C 3.70471 1.20569 -2.28464
H 6.11925 1.44253 0.08762
H 1.31619 0.56280 -3.15292
H 1.26020 -0.88339 -2.14549
H -0.59929 0.55560 -1.79317
H 0.94762 2.69741 -1.87715
H -0.65873 2.59285 -1.13749
H 1.79866 4.41924 -0.33671
H 2.58733 4.93990 1.96882
H 2.14603 3.27784 3.78631
H 0.97203 1.17393 3.20619
H 3.51123 1.46353 -3.31819
O -1.00548 -1.39711 -0.65029
C -1.45821 -2.38010 -1.42706
C -0.98329 -3.68379 -1.28313
C -1.48281 -4.69774 -2.08020
C -2.46190 -4.43429 -3.03582
C -2.92724 -3.13843 -3.17890
C -2.43899 -2.10298 -2.38488
C -2.97650 -0.73904 -2.54189
N -2.30555 0.39199 -2.58463
C -3.24150 1.38149 -2.78009
C -4.48728 0.84098 -2.86232
N -4.30298 -0.51144 -2.71391
H -0.22734 -3.86917 -0.53284
H -1.10463 -5.70417 -1.95725
H -2.84491 -5.22633 -3.66382
H -3.66578 -2.90551 -3.93834
H -2.96084 2.41801 -2.86127
H -5.45637 1.28193 -3.01067
H -5.01419 -1.22036 -2.67459
```

***

No. 4
Entry from the OMol25 dataset: 2 unconnected molecules or ions with the total composition C29H22N3O in a non-equilibrium geometry (the ωB97M-V functional and the def2-TZVPD basis).

Total energy (eV): -36938.975
HOMO-LUMO gap (eV): 5.142
HOMO (eV): -10.4
Total charge: +1

Structure (XYZ):
```
55
C29H22N3O | the OMol25 dataset | the ωB97M-V functional and the def2-TZVPD basis
C -2.96286 1.27009 5.13309
C -2.31564 0.02462 5.11233
C -1.82905 -0.49823 3.91298
C -2.05765 0.17186 2.69041
C -1.51982 -0.31839 1.41852
C -0.25863 -0.95867 1.39504
C 0.37057 -1.50703 0.29733
C 1.52437 -2.37279 0.32849
C 1.88146 -3.09706 -0.83929
C 2.98921 -3.93488 -0.86104
C 3.76164 -4.10976 0.29868
C 3.38920 -3.45474 1.47931
C 2.29042 -2.59535 1.49929
C -2.33446 -0.13439 0.22008
C -1.77552 0.14914 -1.04391
C -2.56831 0.20651 -2.19146
C -3.95990 0.05379 -2.09522
C -4.54993 -0.16786 -0.84003
C -3.75021 -0.23229 0.29758
C -2.81791 1.36606 2.72208
C -3.20623 1.94259 3.92696
H -3.28971 1.71081 6.07859
H -2.17397 -0.52861 6.04351
H -1.28741 -1.44472 3.90865
H 0.23007 -1.03936 2.36894
H -0.11341 -1.45661 -0.67545
H 1.27258 -2.95075 -1.73555
H 3.24908 -4.44687 -1.78990
H 4.65261 -4.73545 0.26354
H 3.96995 -3.60585 2.39076
H 2.02498 -2.08898 2.42661
H -0.70953 0.36455 -1.11279
H -2.09953 0.37236 -3.16638
H -4.58427 0.10344 -2.99193
H -5.63272 -0.29326 -0.74950
H -4.22689 -0.36847 1.26941
H -3.05457 1.87430 1.78728
H -3.69072 2.92053 3.92598
O 3.37350 -0.67428 -2.04678
C 2.62175 0.29411 -1.89941
C 2.19660 1.32554 -2.86776
C 1.61044 2.36372 -2.13153
C 1.30357 3.60576 -2.67622
C 1.49743 3.76515 -4.05528
C 2.11909 2.75096 -4.80718
C 2.52914 1.55707 -4.20436
N 1.55740 2.00967 -0.79586
C 2.06099 0.74633 -0.61391
N 2.66523 0.43892 0.56155
N 2.94445 0.23276 1.65773
H 0.93515 4.39778 -2.02075
H 1.18751 4.69007 -4.53634
H 2.30085 2.91526 -5.86860
H 3.09582 0.80212 -4.74255
H 1.16381 2.58881 -0.05578
```